{
  "formula": "C3H11N2S2",
  "method": "ωB97M-V/def2-TZVPD",
  "species": ["N", "C", "N", "H", "H", "H", "H", "H", "C", "C", "S", "S", "H", "H", "H", "H", "H", "H"],
  "xyz": [[-0.12367, 0.26640, 3.47399], [0.00152, 0.78824, 2.24129], [1.11241, 1.11040, 1.64691], [0.70336, -0.13373, 3.93648], [-1.02333, 0.11547, 3.92015], [-0.92608, 0.91756, 1.69329], [1.02776, 1.39473, 0.65269], [1.99324, 1.18401, 2.16992], [0.51486, -2.83881, -1.14928], [0.40996, -1.34154, -0.67998], [-0.77721, -0.47350, -1.69674], [-0.22755, 1.52985, -1.19436], [0.86207, -2.78188, -2.19810], [-0.55835, -3.23287, -1.03502], [1.20028, -3.34786, -0.51417], [1.38171, -0.87743, -0.82310], [0.14059, -1.20689, 0.38293], [-1.20421, 1.78238, -0.24579]],
  "total_energy_ev": -27933.7028,
  "e_above_lowest_kcal_mol": 15.93,
  "total_charge": 1,
  "max_force_ha_per_bohr": 0.0606
}